C57H56AsClCoNO6P2S2 | ωB97M-V with the def2-TZVPD basis set

Geometry (Å):
Co: -1.053 0.080 -1.368
O: 0.043 2.924 -1.270
S: 0.736 1.666 -0.880
C: 2.365 1.721 -1.671
C: 2.524 2.902 -2.348
C: 3.691 3.230 -3.068
C: 4.708 2.330 -3.068
C: 6.068 2.391 -3.721
C: 6.783 1.095 -3.258
C: 5.727 0.328 -2.497
C: 5.757 -0.917 -1.945
C: 4.609 -1.360 -1.261
C: 3.465 -0.608 -1.089
P: 2.064 -1.326 -0.139
C: 2.144 -3.133 -0.499
C: 1.409 -3.615 -1.577
C: 1.484 -4.949 -1.956
C: 2.286 -5.831 -1.249
C: 3.009 -5.370 -0.156
C: 2.941 -4.034 0.212
C: 2.719 -1.405 1.581
C: 2.007 -2.167 2.517
C: 2.443 -2.297 3.824
C: 3.615 -1.664 4.228
C: 4.333 -0.914 3.312
C: 3.886 -0.779 2.001
C: 3.400 0.707 -1.668
C: 4.557 1.106 -2.374
C: 1.130 1.856 0.866
C: 2.332 2.431 1.206
C: 2.754 2.607 2.539
C: 1.976 2.093 3.528
C: 2.167 2.060 5.025
C: 0.942 1.277 5.564
C: 0.061 1.071 4.356
C: -1.202 0.576 4.238
C: -1.817 0.625 2.967
C: -1.183 1.051 1.823
P: -2.160 1.464 0.327
C: -3.864 0.820 0.523
C: -4.884 1.574 -0.058
C: -6.184 1.103 -0.095
C: -6.493 -0.140 0.444
C: -5.490 -0.899 1.024
C: -4.183 -0.424 1.058
C: -2.492 3.243 0.779
C: -2.047 4.376 0.106
C: -2.387 5.646 0.565
C: -3.167 5.802 1.695
C: -3.608 4.675 2.381
C: -3.276 3.413 1.928
C: 0.205 1.442 1.893
C: 0.733 1.511 3.196
H: 1.708 3.609 -2.320
H: 3.749 4.171 -3.601
H: 6.607 3.290 -3.424
H: 5.967 2.422 -4.806
H: 7.622 1.323 -2.598
H: 7.181 0.519 -4.092
H: 6.624 -1.563 -2.022
H: 4.643 -2.353 -0.831
H: 0.767 -2.944 -2.129
H: 0.912 -5.294 -2.809
H: 2.354 -6.870 -1.548
H: 3.637 -6.048 0.408
H: 3.523 -3.702 1.063
H: 1.116 -2.700 2.193
H: 1.892 -2.919 4.519
H: 3.970 -1.772 5.246
H: 5.261 -0.440 3.609
H: 4.479 -0.210 1.296
H: 2.986 2.780 0.417
H: 3.696 3.102 2.740
H: 2.196 3.076 5.422
H: 3.109 1.584 5.296
H: 0.423 1.819 6.354
H: 1.241 0.313 5.979
H: -1.765 0.232 5.097
H: -2.863 0.358 2.915
H: -4.665 2.549 -0.473
H: -6.962 1.707 -0.544
H: -7.510 -0.510 0.417
H: -5.724 -1.864 1.455
H: -3.414 -1.031 1.510
H: -1.428 4.279 -0.765
H: -2.033 6.516 0.026
H: -3.433 6.791 2.047
H: -4.214 4.780 3.272
H: -3.633 2.552 2.479
O: -0.251 -0.232 -5.321
Cl: 0.152 -0.078 -3.963
O: 1.569 -0.136 -3.811
O: -0.362 1.204 -3.432
O: -0.483 -1.103 -3.101
C: -5.125 1.814 -4.219
As: -3.244 1.615 -3.868
C: -2.678 3.282 -3.114
C: -2.502 1.592 -5.639
S: -3.186 -0.041 -2.541
H: -5.292 2.689 -4.845
H: -5.658 1.914 -3.276
H: -5.473 0.922 -4.735
H: -2.812 4.057 -3.867
H: -1.630 3.197 -2.829
H: -3.283 3.506 -2.239
H: -1.444 1.829 -5.604
H: -2.640 0.615 -6.092
H: -3.055 2.353 -6.188
O: -1.092 -1.379 0.090
C: -1.706 -2.350 0.545
C: -2.544 -3.251 -0.321
C: -1.986 -4.691 -0.437
C: -1.142 -5.180 0.742
C: -1.825 -5.131 2.108
C: -2.361 -3.737 2.478
N: -1.624 -2.647 1.846
H: -2.606 -2.791 -1.306
H: -3.556 -3.263 0.091
H: -1.362 -4.743 -1.329
H: -2.827 -5.369 -0.596
H: -0.209 -4.605 0.782
H: -0.847 -6.211 0.543
H: -1.109 -5.458 2.864
H: -2.658 -5.837 2.135
H: -2.304 -3.576 3.552
H: -3.414 -3.653 2.203
H: -1.035 -2.043 2.404

Properties
- energy above the lowest of the compared OMol25 structures with the same formula, charge and spin (kcal/mol) = 0.00
- multiplicity = 2
- LUMO (alpha / beta) (eV) = -3.05 / -2.13
- E_HOMO (alpha / beta) (Ha) = -0.364 / -0.362
- <S²> = 1.196
- net charge = +1
- energy (eV) = -225019.025
- strongest force on any atom (hartree/bohr) = 0.02811

=====

C57H58BClF8NO5 | ωB97M-V with the def2-TZVPD basis set

Geometry (Å):
N: 4.105 -1.372 3.839
C: 4.552 -1.931 2.562
C: 3.605 -1.639 1.367
C: 3.584 -2.830 0.387
C: 3.552 -2.485 -1.101
O: 4.769 -1.965 -1.617
O: 4.187 -0.516 0.714
B: 3.119 0.472 0.324
C: 3.406 1.828 1.236
C: 3.113 3.099 0.553
O: 3.230 3.403 -0.589
Cl: 2.479 4.432 1.690
O: 1.870 -0.250 0.670
C: 2.223 -1.091 1.750
C: 1.114 -2.102 2.128
C: -0.112 -2.058 1.223
O: -0.753 -0.790 1.227
H: 3.386 -1.945 4.259
H: 4.872 -1.265 4.486
H: 5.482 -1.429 2.292
H: 4.787 -3.002 2.650
H: 4.454 -3.477 0.555
H: 2.704 -3.455 0.578
H: 2.731 -1.803 -1.339
H: 3.361 -3.429 -1.631
H: 5.319 -1.713 -0.870
H: 3.126 0.654 -0.888
H: 2.839 1.785 2.168
H: 4.471 1.809 1.490
H: 2.375 -0.443 2.623
H: 1.512 -3.122 2.167
H: 0.770 -1.883 3.147
H: -0.841 -2.802 1.568
H: 0.167 -2.306 0.194
H: -0.336 -0.247 1.900
F: -1.964 1.458 3.041
C: -2.734 1.952 2.052
C: -2.135 2.683 1.047
C: -2.928 3.184 0.027
C: -4.298 2.955 0.024
C: -4.876 2.220 1.052
C: -4.092 1.707 2.076
H: -1.065 2.847 1.066
H: -2.471 3.748 -0.775
H: -4.909 3.345 -0.770
H: -5.944 2.039 1.053
H: -4.518 1.120 2.879
F: -1.587 0.644 -5.728
C: -1.141 0.622 -4.443
C: 0.180 0.934 -4.190
C: 0.628 0.915 -2.875
C: -0.241 0.583 -1.845
C: -1.562 0.268 -2.128
C: -2.026 0.289 -3.438
H: 0.840 1.185 -5.010
H: 1.659 1.158 -2.647
H: 0.113 0.561 -0.821
H: -2.234 0.005 -1.321
H: -3.054 0.055 -3.681
F: 7.473 -0.301 5.529
C: 6.940 0.941 5.454
C: 6.672 1.617 6.627
C: 6.115 2.885 6.545
C: 5.833 3.448 5.308
C: 6.115 2.748 4.143
C: 6.680 1.480 4.212
H: 6.890 1.153 7.579
H: 5.897 3.433 7.452
H: 5.389 4.432 5.249
H: 5.883 3.186 3.181
H: 6.905 0.911 3.320
F: 9.861 4.203 -0.139
C: 8.560 4.572 -0.213
C: 8.226 5.883 0.059
C: 6.891 6.257 -0.019
C: 5.919 5.326 -0.360
C: 6.282 4.012 -0.628
C: 7.615 3.627 -0.556
H: 9.000 6.590 0.329
H: 6.610 7.281 0.188
H: 4.879 5.614 -0.416
H: 5.527 3.286 -0.888
H: 7.919 2.610 -0.763
F: -5.132 3.293 -2.996
C: -5.745 4.299 -3.652
C: -5.378 4.575 -4.954
C: -6.028 5.605 -5.618
C: -7.020 6.340 -4.980
C: -7.360 6.044 -3.668
C: -6.723 5.014 -2.993
H: -4.601 3.991 -5.429
H: -5.760 5.832 -6.641
H: -7.525 7.139 -5.505
H: -8.130 6.612 -3.162
H: -6.980 4.763 -1.972
F: -0.749 -5.454 1.929
C: -1.381 -5.822 0.795
C: -0.880 -5.401 -0.420
C: -1.530 -5.795 -1.579
C: -2.665 -6.592 -1.510
C: -3.151 -7.000 -0.275
C: -2.506 -6.617 0.892
H: 0.004 -4.778 -0.454
H: -1.144 -5.483 -2.540
H: -3.168 -6.897 -2.418
H: -4.037 -7.618 -0.218
H: -2.863 -6.927 1.865
F: 1.381 -7.508 -2.016
C: 0.916 -8.762 -1.873
C: 0.402 -9.147 -0.650
C: -0.080 -10.439 -0.511
C: -0.038 -11.324 -1.580
C: 0.485 -10.912 -2.798
C: 0.963 -9.619 -2.954
H: 0.382 -8.440 0.169
H: -0.491 -10.755 0.439
H: -0.413 -12.332 -1.465
H: 0.520 -11.599 -3.634
H: 1.366 -9.272 -3.896
F: -10.197 4.645 -2.553
C: -10.018 4.119 -1.324
C: -10.564 4.762 -0.232
C: -10.364 4.214 1.027
C: -9.625 3.049 1.177
C: -9.084 2.425 0.061
C: -9.281 2.957 -1.204
H: -11.130 5.673 -0.372
H: -10.788 4.702 1.895
H: -9.468 2.630 2.162
H: -8.502 1.519 0.174
H: -8.870 2.488 -2.088

Properties
- multiplicity = 1
- LUMO (eV) = 2.03
- E_HOMO (Ha) = -0.192
- net charge = -1
- energy (eV) = -106719.440
- strongest force on any atom (hartree/bohr) = 0.02087